This record from OMol25 describes a structure of composition C24H46BClDyIN2O6P in a non-equilibrium geometry. The level of theory is the ωB97M-V functional and the def2-TZVPD basis.

The largest force on an atom comes out at 6.1 eV Å⁻¹. As for the expectation value of S²: 9.791. For the HOMO-LUMO gap (spin up / spin down), the calculation gives 5.1 / 2.9 eV. The net charge is +3. The value obtained for the total energy is -95533.01199 eV. Its spin multiplicity is 6.

Geometry as XYZ:
```
83
Properties=species:S:1:pos:R:3:lowdin_charge:R:1
C -5.23767 -2.49885 -1.68782 0.164
C -4.45586 -1.45185 -1.51801 -0.060
C -3.94183 0.09439 -1.42433 -0.299
O -4.28972 0.89793 -2.56769 -0.250
C -5.71167 1.03335 -2.76593 -1.061
Cl -6.06640 0.40724 -4.49173 0.493
I -6.45212 3.09311 -2.64660 0.873
B -4.34778 0.79512 0.02924 -0.456
O -4.98914 0.09161 1.11790 0.129
O -4.05740 2.22079 0.16304 0.097
C -2.30535 -0.03853 -1.36558 -0.308
C -1.54803 1.37793 -1.59947 -0.085
C -0.57067 1.78681 -0.33671 -0.171
C 0.98567 1.93272 -0.74427 -0.152
C 1.68821 2.86251 0.39585 -0.163
N 2.94994 3.54499 -0.07779 -0.114
C 4.04689 2.56924 -0.39527 -0.047
C 3.36460 4.45327 1.04545 -0.181
C 3.91078 3.94750 2.47309 0.065
O 3.31901 5.74128 0.87940 0.315
N -1.77254 -1.18075 -2.19483 -0.407
C -0.31718 -1.38214 -1.85094 -0.414
C 0.33009 -2.77135 -2.43098 -0.215
C 1.89456 -2.76858 -1.92906 -0.159
C 2.10631 -3.95224 -0.85027 -0.176
C 3.08894 -3.39660 0.33421 -0.167
C 2.24268 -3.29487 1.72494 -0.198
C 2.74556 -2.06732 2.66711 -0.188
C 1.44112 -1.40874 3.40291 -0.214
C 1.90106 -0.11125 4.27692 -0.144
C 0.58503 0.81202 4.51139 -0.224
O 0.77283 2.18954 4.05651 -0.257
C -0.56181 2.75945 3.91277 -0.123
P -1.92002 -0.90547 -3.95277 1.007
C -2.52996 -2.59567 -4.64634 -0.237
O -0.40360 -0.58788 -4.69970 -0.320
H -5.91297 -3.42225 -1.86565 0.105
H -6.37765 0.40713 -2.07796 0.078
H -4.42189 -0.65815 1.41235 0.104
H -3.68384 2.41143 1.05743 0.124
H -2.08652 -0.32572 -0.23777 0.096
H -0.83983 1.33399 -2.51536 0.115
H -2.26377 2.27389 -1.72096 0.146
H -0.93599 2.79980 0.10271 0.126
H -0.62375 1.02950 0.52798 0.103
H 1.17377 2.29314 -1.81719 0.138
H 1.47452 0.87928 -0.61993 0.104
H 1.98005 2.26586 1.34917 0.129
H 0.96802 3.70103 0.76185 0.149
H 3.79119 2.02229 -1.37934 0.124
H 5.03974 3.13433 -0.55247 0.135
H 4.12864 1.79929 0.45627 0.099
H 4.73424 4.62382 2.92467 0.140
H 3.07060 3.84470 3.26808 0.132
H 4.34780 2.89735 2.32064 0.103
H -0.15216 -1.39920 -0.67642 0.025
H 0.37863 -0.52725 -2.22956 0.146
H 0.39535 -2.79426 -3.59157 0.137
H -0.23886 -3.74039 -2.12224 0.070
H 2.15879 -1.73543 -1.46710 0.108
H 2.62982 -2.89204 -2.82287 0.150
H 1.06568 -4.18864 -0.36692 0.054
H 2.47258 -4.94172 -1.30454 0.139
H 3.97546 -4.11960 0.43231 0.132
H 3.48868 -2.34051 0.12525 0.099
H 1.12401 -3.11337 1.50628 0.047
H 2.36033 -4.30462 2.27016 0.136
H 3.54994 -2.41023 3.43089 0.142
H 3.16057 -1.24162 1.96250 0.101
H 0.72516 -1.03681 2.58086 0.078
H 0.89997 -2.20724 4.02463 0.130
H 2.74521 0.46931 3.74516 0.110
H 2.28427 -0.41918 5.31918 0.130
H 0.31974 0.76364 5.62749 0.142
H -0.29964 0.32811 3.92818 0.109
H -1.10971 2.70777 4.94061 0.121
H -0.44134 3.87328 3.62250 0.107
H -1.20675 2.21440 3.11967 0.078
H -3.43798 -2.46442 -5.35653 0.078
H -2.88678 -3.29350 -3.78679 0.042
H -1.67271 -3.14804 -5.17440 0.055
H -0.42430 -0.84216 -5.66700 0.102
Dy -1.44742 -2.80439 -0.30644 1.633
```

This record from OMol25 describes a cluster of 3 separate species, C24H46BF4N2O6S in total in a non-equilibrium geometry. The level of theory is the ωB97M-V functional and the def2-TZVPD basis.

The largest force on an atom comes out at 1.9 eV Å⁻¹. As for the expectation value of S²: 2.008. For the HOMO-LUMO gap (spin up / spin down), the calculation gives 7.2 / 8.2 eV. The net charge is +1. The value obtained for the total energy is -63272.70378 eV. Its spin multiplicity is 3.

Geometry as XYZ:
```
84
Properties=species:S:1:pos:R:3:lowdin_charge:R:1
C 0.57290 -2.42245 3.36068 0.021
O 1.90834 -2.54084 2.80073 0.037
B 2.09661 -3.28346 1.71874 -0.781
O 1.37071 -4.31777 1.26116 0.172
S 3.75602 -2.80975 0.79667 1.390
C 4.86953 -2.27698 2.15045 -0.335
O 6.14485 -2.65360 1.75970 -0.080
C 7.15151 -1.88999 2.42227 -0.464
C 7.66730 -0.74086 1.63056 0.038
O 7.48661 -2.21130 3.51761 0.186
C 3.33950 -1.21276 -0.03481 -0.582
F 4.47899 -0.49869 -0.08204 0.110
F 2.44701 -0.54897 0.70890 0.113
C 2.80142 -1.46356 -1.48571 -0.300
F 3.49284 -0.67956 -2.33468 0.120
F 3.00307 -2.76828 -1.80616 0.068
H 0.50952 -1.42668 3.78746 0.107
H 0.44698 -3.15709 4.14965 0.111
H -0.18336 -2.53383 2.58921 0.073
H 0.79544 -4.13767 0.49726 0.079
H 4.51604 -2.78148 3.05058 0.122
H 4.73750 -1.20200 2.28958 0.129
H 7.59925 0.14988 2.25051 0.105
H 7.10752 -0.58241 0.71464 0.080
H 8.71022 -0.91608 1.37389 0.108
H 1.74325 -1.21367 -1.54088 0.150
C -2.98006 -0.75487 0.27326 0.007
C -1.85475 -1.66327 -0.28502 -0.448
C -1.96267 -1.79614 -1.80651 -0.127
C -3.10102 -2.70238 -2.26263 -0.160
C -2.99143 -4.07217 -1.59125 -0.124
C -2.93226 -3.98807 -0.06530 -0.481
N -1.85917 -3.02327 0.35177 -0.025
O -0.68430 -3.57099 0.30935 -0.083
C -4.31313 -3.57838 0.47217 -0.031
C -2.62753 -5.35387 0.53367 -0.029
C -0.54290 -1.00180 0.05862 -0.035
H -2.56069 0.06659 0.85259 0.080
H -3.57972 -0.31573 -0.52270 0.096
H -3.64801 -1.27864 0.94772 0.063
H -1.02338 -2.20701 -2.19583 0.122
H -2.06781 -0.79634 -2.23149 0.130
H -4.06724 -2.23883 -2.04970 0.110
H -3.05496 -2.82475 -3.34527 0.119
H -3.84093 -4.69829 -1.86727 0.131
H -2.09468 -4.57959 -1.96047 0.127
H -4.27094 -3.36986 1.54173 0.095
H -5.00725 -4.40362 0.32252 0.094
H -4.73971 -2.71499 -0.03154 0.071
H -1.71649 -5.78741 0.12820 0.084
H -3.45070 -6.02881 0.30663 0.094
H -2.52693 -5.29118 1.61786 0.096
H -0.40609 -0.97827 1.14235 0.093
H -0.51475 0.02259 -0.30472 0.074
H 0.29159 -1.54046 -0.38351 0.048
C 1.25859 4.86526 -0.42785 -0.009
C 0.25650 3.77908 -0.89759 -0.474
C -0.11595 3.97851 -2.36965 -0.138
C -1.05968 5.15302 -2.60969 -0.166
C -2.30456 5.02189 -1.73270 -0.130
C -1.97464 4.87281 -0.24746 -0.492
N -0.97841 3.76615 -0.05186 -0.080
O -1.55184 2.60882 -0.08649 -0.044
C -1.45873 6.21650 0.29344 -0.037
C -3.23095 4.54604 0.54658 -0.040
C 0.95373 2.43833 -0.74820 -0.062
H 2.15289 4.40631 -0.00679 0.079
H 1.57374 5.51128 -1.24694 0.090
H 0.86022 5.49474 0.35935 0.060
H -0.59951 3.06740 -2.73778 0.122
H 0.80293 4.09940 -2.94656 0.125
H -0.54843 6.10066 -2.42163 0.107
H -1.35494 5.17069 -3.65946 0.116
H -2.95000 5.89289 -1.85706 0.128
H -2.88244 4.15323 -2.06313 0.125
H -1.08176 6.10858 1.31115 0.093
H -2.28372 6.92676 0.31924 0.091
H -0.68001 6.66484 -0.31869 0.068
H -3.73891 3.66342 0.16576 0.078
H -3.91891 5.38748 0.47882 0.090
H -2.99534 4.38016 1.59829 0.094
H 1.16567 2.22391 0.30139 0.094
H 1.89918 2.45619 -1.29340 0.094
H 0.34365 1.63529 -1.15234 0.051
```

This record from OMol25 describes a structure of composition C24H46BrClIrN7O2PS. The level of theory is the ωB97M-V functional and the def2-TZVPD basis.

The largest force on an atom comes out at 0.1 eV Å⁻¹. As for the expectation value of S²: 8.784. For the HOMO-LUMO gap (spin up / spin down), the calculation gives 8.5 / 6.5 eV. The net charge is +2. The value obtained for the total energy is -145672.67901 eV. As for the energy above the lowest of the compared OMol25 structures with the same formula, charge and spin: 12.4 kJ/mol. Its spin multiplicity is 6.

Geometry as XYZ:
```
84
Properties=species:S:1:pos:R:3:lowdin_charge:R:1
Ir -0.36068 -0.25072 -0.05982 1.066
C 5.88400 4.11691 -1.50900 -0.023
C 5.51789 4.13275 -0.01329 -0.552
C 5.62183 5.56718 0.50467 -0.048
C 6.50617 3.24951 0.76935 -0.024
C 4.12445 3.56112 0.14321 -0.092
C 3.88327 2.22552 -0.28729 -0.043
C 2.64247 1.71022 -0.16325 -0.492
Br 2.31267 -0.07332 -0.76523 0.872
C 1.51815 2.43797 0.37310 -0.347
O 0.37260 1.92460 0.44342 -0.197
C 1.77625 3.80139 0.82070 -0.029
C 3.05741 4.29138 0.68139 0.066
C 0.64524 4.63186 1.41152 -0.526
C 1.13863 6.01200 1.85827 -0.051
C -0.44544 4.83837 0.34293 -0.019
C 0.05332 3.92396 2.64264 -0.022
H 6.88641 4.52690 -1.63353 0.100
H 5.19317 4.72833 -2.09125 0.099
H 5.88812 3.10839 -1.92498 0.083
H 6.64406 5.91918 0.37096 0.098
H 5.38986 5.63510 1.56905 0.096
H 4.96897 6.24830 -0.04394 0.096
H 7.51106 3.65718 0.65826 0.099
H 6.52834 2.22249 0.40237 0.082
H 6.26357 3.23231 1.83286 0.098
H 4.68625 1.63994 -0.71295 0.118
H 3.25679 5.29819 1.00706 0.097
H 1.51229 6.60757 1.02341 0.096
H 1.91700 5.94254 2.62008 0.096
H 0.30203 6.55700 2.29364 0.097
H -0.02942 5.28704 -0.56122 0.099
H -1.19942 5.52209 0.73473 0.099
H -0.94056 3.90551 0.08235 0.053
H 0.81967 3.75832 3.40255 0.099
H -0.40961 2.97259 2.38869 0.057
H -0.71241 4.56586 3.07920 0.098
C 0.55319 -5.28737 1.73467 0.017
C 0.09527 -4.04105 2.38900 -0.314
N -0.27319 -3.90098 3.61899 0.170
N -0.57436 -2.57637 3.75225 0.074
C -0.39819 -1.88280 2.63583 -0.689
S -0.62216 -0.22264 2.33980 0.706
N 0.02989 -2.81060 1.74990 -0.068
N 0.27226 -2.51155 0.41151 0.016
H 0.37128 -6.12407 2.40392 0.106
H 1.62334 -5.24264 1.52403 0.101
H 0.02032 -5.45230 0.79651 0.073
H -0.88641 -2.22098 4.64385 0.179
H -0.46448 -2.94378 -0.15602 0.067
H 1.20259 -2.83143 0.15690 0.113
C -3.68434 -3.40615 -3.76660 -0.070
N -2.70349 -2.97583 -2.77258 -0.299
C -1.33916 -2.90042 -3.27678 -0.088
P -3.01469 -2.97313 -1.15896 0.520
O -2.15893 -1.93526 -0.48053 -0.417
N -4.60442 -2.71016 -0.90568 -0.297
C -5.15534 -1.36803 -1.07976 -0.072
C -5.61272 -3.76238 -0.84690 -0.081
N -2.62724 -4.46454 -0.52703 -0.296
C -2.65166 -5.68820 -1.32572 -0.079
C -2.92812 -4.68170 0.88959 -0.094
H -3.47375 -4.41501 -4.13317 0.090
H -3.66144 -2.72185 -4.61540 0.097
H -4.68590 -3.39164 -3.34513 0.070
H -0.92605 -3.89108 -3.49523 0.090
H -0.69807 -2.39626 -2.55321 0.052
H -1.32315 -2.31758 -4.19892 0.096
H -5.69024 -1.28437 -2.02994 0.096
H -4.36213 -0.62743 -1.04566 0.023
H -5.85165 -1.15318 -0.26786 0.100
H -5.15295 -4.74650 -0.82403 0.062
H -6.27338 -3.71706 -1.71682 0.092
H -6.22298 -3.64097 0.04973 0.100
H -2.42431 -5.46897 -2.36560 0.067
H -3.61796 -6.19929 -1.27882 0.089
H -1.89484 -6.37996 -0.95116 0.088
H -2.86192 -3.73967 1.43440 0.082
H -2.21920 -5.39451 1.31471 0.074
H -3.93054 -5.09211 1.03955 0.091
Cl -2.90935 1.52150 -0.26804 0.576
C -1.70955 0.80688 -1.33480 -0.727
H -1.11964 1.58947 -1.80982 0.017
H -2.18460 0.13845 -2.04561 -0.004
```